(1)
DFT (wB97M-V/def2-TZVPD) results for a molecular structure, C4HAsF16NO2S at a distorted geometry.

Properties
2S+1 ... 1
Charge ... -1
E_LUMO ... 2.492 eV

Positions of all 26 atoms, in Å:
O: 1.999256 -2.754285 -0.544701
S: 2.062728 -1.461973 -1.092564
O: 3.312949 -0.865538 -0.948360
F: 1.741757 -1.585733 -2.621348
N: 0.869860 -0.565936 -0.358487
C: 0.250235 0.458881 -1.170114
F: -0.083580 1.430442 -0.357807
F: 1.100624 0.980460 -2.032809
C: -1.043778 0.055223 -1.929257
F: -0.828639 -0.728236 -2.985992
F: -1.553652 1.189361 -2.401756
C: -2.160270 -0.614614 -1.053301
F: -3.327329 -0.136377 -1.488392
F: -2.086964 -0.320429 0.228778
C: -2.274946 -2.163040 -1.244261
F: -2.905711 -2.458966 -2.335259
F: -3.036619 -2.602036 -0.259618
F: -1.122124 -2.766160 -1.171671
H: 0.201516 -1.160424 0.123742
F: 1.981426 3.348221 4.578191
As: 1.271997 2.299306 3.381037
F: -0.321907 2.722520 3.947100
F: 1.319247 0.970647 4.509251
F: 0.555251 1.237800 2.174431
F: 2.859367 1.870176 2.807951
F: 1.219304 3.620710 2.245213

Cartesian forces (eV/Å) of the 6 atoms listed first:
O -1.3757 -1.4208 0.0794
S 0.8448 -1.3274 1.8561
O 1.0328 2.0246 -0.9179
F -0.4156 0.4473 0.3041
N 0.2092 -0.3826 -2.2314
C -0.2885 -0.1007 1.0995

(2)
DFT (wB97M-V/def2-TZVPD) results for a molecular structure, C4HBr2ClF2 at a distorted geometry.

Properties
2S+1 ... 1
Charge ... 0
Relative energy (zero: lowest compared OMol25 entry of this formula, charge and spin) ... 50.1 kcal per mole
E_LUMO ... 0.280 eV

Positions of all 10 atoms, in Å:
C: -1.816387 -0.361304 -1.798669
C: -1.404878 -1.288670 -1.143598
C: 1.246201 0.545530 0.543075
C: 0.599415 0.901465 1.607060
F: 0.438365 0.029489 2.583880
F: 0.130950 2.036339 1.959196
Cl: -0.644388 -2.668941 -0.414309
Br: 1.394936 1.601499 -1.090601
Br: 2.023150 -1.161637 0.298864
H: -1.967368 0.366229 -2.544899

Cartesian forces (eV/Å) of the 6 atoms listed first:
C 0.8863 -1.4370 0.7403
C 0.8510 -1.1477 0.1934
C 1.1167 -0.1112 -3.4460
C 0.1232 -1.2938 1.4445
F -0.0904 -0.1379 0.3924
F -0.6327 1.4552 -0.2330

(3)
DFT (wB97M-V/def2-TZVPD) results for 2 unconnected molecules or ions with the total composition C4HBrF2O4 at a distorted geometry.

Properties
2S+1 ... 1
Charge ... -2
Relative energy (zero: lowest compared OMol25 entry of this formula, charge and spin) ... 46.9 kcal per mole
E_LUMO ... 5.458 eV

Positions of all 12 atoms, in Å:
C: 0.643682 -2.050213 0.941132
C: 1.236602 0.521532 1.075682
C: 0.327568 -0.509764 0.632540
C: -1.353851 1.008951 -1.516594
O: 0.877966 -2.243473 2.085244
O: 2.213445 1.208337 1.054987
O: 0.695584 -2.738562 -0.039307
O: 0.120306 0.461611 1.782772
F: -1.216369 2.111882 -0.685614
F: -0.279776 1.263798 -2.370476
Br: -3.046979 1.394688 -2.668776
H: -0.218178 -0.428787 -0.291592

Cartesian forces (eV/Å) of the 6 atoms listed first:
C -0.5232 3.9420 -1.1010
C -0.9873 -0.5764 -0.3509
C 1.5301 -1.3306 -0.5877
C 1.4338 -0.4132 0.8968
O 0.8510 -1.5030 5.1170
O 0.4115 0.1685 0.1743

(4)
DFT (wB97M-V/def2-TZVPD) results for a gas-phase ion, C4HF4O2S (charge -1) at a distorted geometry.

Properties
2S+1 ... 1
Charge ... -1
E_LUMO (alpha / beta) ... 2.923 / 2.922 eV

Positions of all 12 atoms, in Å:
C: -0.228354 -0.920567 0.861638
C: 0.073765 -0.336231 -0.614914
C: -0.795909 0.328542 1.271449
C: -0.435877 0.993275 -0.103823
O: 1.592342 -0.201417 -2.901653
O: 1.927730 -2.099460 -1.319036
F: -2.145680 0.391996 1.447528
F: -0.231228 0.945465 2.373613
F: 0.491837 1.993453 0.068547
F: -1.467474 1.557553 -0.789965
S: 1.652584 -0.693247 -1.483648
H: -0.433737 -1.959364 1.190265

Cartesian forces (eV/Å) of the 6 atoms listed first:
C 0.5863 0.2255 -6.0831
C -0.6731 -2.5269 5.7466
C -0.2406 1.5877 -0.9358
C 0.7832 0.1762 0.9915
O -0.2449 -0.6593 1.4608
O -0.0578 -1.5528 0.0661

(5)
DFT (wB97M-V/def2-TZVPD) results for a molecular structure, C4HNO at a distorted geometry.

Properties
2S+1 ... 1
Charge ... 0
Relative energy (zero: lowest compared OMol25 entry of this formula, charge and spin) ... 49.3 kcal per mole
E_LUMO ... -1.912 eV

Positions of all 7 atoms, in Å:
O: 0.357763 1.458213 -1.214927
C: 0.104503 0.285480 -1.191575
C: -0.109495 -0.468537 0.090151
C: -0.399888 -1.663576 0.549563
C: -0.019524 0.118450 1.407680
N: 0.057106 0.599272 2.460678
H: 0.009535 -0.329301 -2.101570

Cartesian forces (eV/Å) of the 6 atoms listed first:
O -0.1398 -0.6491 0.0688
C 0.0893 0.4010 -0.0604
C -0.0867 -0.3300 0.2499
C 0.0806 0.2718 -0.4417
C 0.1313 0.7040 0.9753
N -0.0755 -0.4450 -0.9159

(6)
DFT (wB97M-V/def2-TZVPD) results for C4HNO in the gas phase at a distorted geometry.

Properties
SMILES ... C#CC(=O)C#N
2S+1 ... 1
Charge ... 0
Relative energy (zero: lowest compared OMol25 entry of this formula, charge and spin) ... 28.7 kcal per mole
E_LUMO ... -1.382 eV

Positions of all 7 atoms, in Å:
C: 2.353094 -0.596769 -0.029803
C: 1.249135 -0.293709 -0.022948
C: 0.035398 0.421809 -0.000758
O: -0.288946 1.626145 -0.011694
C: -1.277770 -0.282620 0.099528
N: -2.170011 -1.050738 -0.050253
H: 3.342504 -1.146253 0.169212

Cartesian forces (eV/Å) of the 6 atoms listed first:
C 8.8092 -4.0978 1.0072
C -5.7671 3.0383 -0.3035
C -5.1587 2.7789 0.6075
O 3.0706 -1.4605 -0.2683
C -1.5741 -4.7524 -1.0162
N 2.6860 2.9969 0.7442

Quick rundown of total energy, same order as above: -4590.30987; -5960.82616; -3227.68631; -1101.10974; -282.83865; -282.87155 a.u.